{"formula": "C42H96BO7PS", "method": "the ωB97M-V functional and the def2-TZVPD basis", "energy_ev": -80246.9319, "orbital_gap_ev": 9.11, "e_homo_ev": -8.70, "smiles": "CCCOC[C@H]1C[C@@](O)(B(O)OC)OS(=O)(=O)[C@H]1P(C)CC.CCCCCC.CCCCCC.CCCCCC.CCCCCC.CCCCCC", "species": ["C", "C", "C", "O", "C", "C", "C", "C", "O", "B", "O", "O", "C", "O", "S", "O", "O", "C", "P", "C", "C", "C", "H", "H", "H", "H", "H", "H", "H", "H", "H", "H", "H", "H", "H", "H", "H", "H", "H", "H", "H", "H", "H", "H", "H", "H", "H", "H", "C", "C", "C", "C", "C", "C", "H", "H", "H", "H", "H", "H", "H", "H", "H", "H", "H", "H", "H", "H", "C", "C", "C", "C", "C", "C", "H", "H", "H", "H", "H", "H", "H", "H", "H", "H", "H", "H", "H", "H", "C", "C", "C", "C", "C", "C", "H", "H", "H", "H", "H", "H", "H", "H", "H", "H", "H", "H", "H", "H", "C", "C", "C", "C", "C", "C", "H", "H", "H", "H", "H", "H", "H", "H", "H", "H", "H", "H", "H", "H", "C", "C", "C", "C", "C", "C", "H", "H", "H", "H", "H", "H", "H", "H", "H", "H", "H", "H", "H", "H"], "coordinates": [[5.16, -6.95, -4.25], [4.56, -7.55, -5.52], [3.35, -8.40, -5.21], [2.36, -7.55, -4.63], [1.25, -8.24, -4.12], [1.32, -8.27, -2.59], [0.59, -7.09, -1.95], [0.98, -6.92, -0.49], [2.37, -6.66, -0.34], [0.30, -5.63, 0.18], [0.25, -5.47, 1.54], [-0.19, -4.67, -0.64], [-0.14, -3.32, -0.18], [0.64, -8.09, 0.27], [1.25, -9.49, -0.19], [0.48, -10.47, 0.52], [2.66, -9.57, -0.01], [0.90, -9.61, -1.94], [-0.91, -10.05, -2.07], [-1.30, -10.05, -3.87], [-0.92, -11.85, -1.73], [0.28, -12.65, -2.22], [4.61, -6.06, -3.93], [6.21, -6.72, -4.37], [5.07, -7.67, -3.43], [4.26, -6.76, -6.21], [5.32, -8.18, -5.99], [2.93, -8.88, -6.09], [3.63, -9.16, -4.46], [0.33, -7.75, -4.45], [1.22, -9.26, -4.50], [2.38, -8.13, -2.36], [0.87, -6.18, -2.47], [-0.49, -7.23, -2.01], [2.72, -6.32, -1.17], [1.09, -5.63, 1.98], [0.81, -3.06, 0.28], [-0.95, -3.10, 0.52], [-0.28, -2.67, -1.04], [1.60, -10.38, -2.26], [-0.55, -10.50, -4.51], [-2.21, -10.63, -3.98], [-1.52, -9.04, -4.21], [-1.80, -12.21, -2.28], [-1.13, -12.01, -0.68], [1.13, -12.55, -1.54], [0.06, -13.70, -2.35], [0.61, -12.27, -3.19], [-1.08, -0.12, 2.24], [-2.51, -0.27, 1.71], [-2.64, 0.02, 0.22], [-2.26, 1.44, -0.19], [-3.05, 2.54, 0.51], [-4.55, 2.50, 0.23], [-0.72, 0.90, 2.13], [-1.03, -0.38, 3.30], [-0.40, -0.79, 1.70], [-3.18, 0.38, 2.28], [-2.85, -1.30, 1.89], [-3.66, -0.19, -0.10], [-2.00, -0.68, -0.34], [-2.40, 1.54, -1.27], [-1.19, 1.60, -0.01], [-2.66, 3.51, 0.19], [-2.88, 2.50, 1.59], [-4.74, 2.58, -0.84], [-5.06, 3.33, 0.73], [-5.00, 1.57, 0.59], [0.37, 9.43, 0.65], [1.17, 8.13, 0.59], [0.47, 7.03, -0.21], [-0.88, 6.59, 0.35], [-0.84, 6.09, 1.79], [0.03, 4.85, 1.97], [-0.59, 9.29, 1.14], [0.91, 10.20, 1.20], [0.18, 9.81, -0.36], [1.37, 7.78, 1.61], [2.14, 8.33, 0.14], [1.13, 6.17, -0.29], [0.32, 7.38, -1.24], [-1.29, 5.80, -0.29], [-1.60, 7.42, 0.28], [-1.86, 5.85, 2.10], [-0.50, 6.88, 2.46], [-0.33, 4.04, 1.33], [-0.01, 4.50, 3.00], [1.07, 5.04, 1.72], [-3.20, 9.69, 3.44], [-4.36, 8.70, 3.52], [-4.52, 7.85, 2.26], [-4.82, 8.65, 0.99], [-6.08, 9.51, 1.05], [-7.36, 8.71, 1.26], [-3.35, 10.42, 2.64], [-3.10, 10.25, 4.37], [-2.26, 9.17, 3.26], [-5.29, 9.24, 3.73], [-4.20, 8.04, 4.37], [-5.30, 7.11, 2.43], [-3.60, 7.29, 2.11], [-4.91, 7.94, 0.16], [-3.96, 9.28, 0.76], [-6.15, 10.07, 0.11], [-5.98, 10.26, 1.84], [-7.49, 7.97, 0.46], [-8.23, 9.37, 1.25], [-7.35, 8.18, 2.21], [-2.70, 12.11, -0.13], [-2.06, 12.54, -1.44], [-0.57, 12.88, -1.30], [-0.26, 14.06, -0.37], [-0.92, 15.38, -0.76], [-0.49, 15.89, -2.14], [-2.68, 12.90, 0.62], [-3.74, 11.82, -0.28], [-2.18, 11.24, 0.28], [-2.60, 13.39, -1.86], [-2.15, 11.72, -2.16], [-0.15, 13.07, -2.29], [-0.05, 12.00, -0.92], [0.83, 14.20, -0.35], [-0.54, 13.80, 0.65], [-0.67, 16.13, -0.01], [-2.01, 15.27, -0.73], [0.59, 16.03, -2.18], [-0.96, 16.85, -2.36], [-0.78, 15.20, -2.93], [3.43, -11.17, 3.13], [4.55, -11.58, 2.18], [5.74, -12.22, 2.88], [6.46, -11.31, 3.88], [6.98, -10.00, 3.30], [8.02, -10.19, 2.20], [3.77, -10.41, 3.83], [2.60, -10.75, 2.56], [3.06, -12.02, 3.70], [4.87, -10.72, 1.60], [4.15, -12.30, 1.45], [6.46, -12.57, 2.13], [5.41, -13.12, 3.41], [7.30, -11.86, 4.32], [5.79, -11.09, 4.72], [7.42, -9.41, 4.11], [6.14, -9.41, 2.91], [8.88, -10.76, 2.57], [8.39, -9.23, 1.84], [7.61, -10.73, 1.34]]}